C6H20N2O3 | the ωB97M-V functional and the def2-TZVPD basis

Summary:
Lowest unoccupied orbital energy, eV: 0.537
Strongest force on any atom, eV/Å: 2.730
Gap between HOMO and LUMO, Eh: 0.3423
Structure (SMILES): C/C(N)=C/CCCN.O.O.O
E_tot, a.u.: -575.782241
HOMO energy, eV: -8.8
2S+1: 1
Energy relative to the best compared isomer or geometry (same formula, charge and spin), eV: 1.133

Atoms and positions in Å:
C1 2.65649 1.19672 -0.10885
C2 1.45769 0.39275 -0.47692
N1 1.10351 0.37919 -1.86403
C3 0.68782 -0.27187 0.40739
C4 -0.50450 -1.13471 -0.07953
C5 -1.16146 -1.79950 1.09550
C6 -2.51366 -1.02156 1.55022
N2 -3.31035 -0.47806 0.51441
H1 3.63002 0.80385 -0.43913
H2 2.70714 2.21069 -0.47806
H3 2.72875 1.08895 1.02559
H4 0.95470 -0.56631 -2.22279
H5 1.82433 0.84044 -2.39831
H6 1.05038 -0.37686 1.41764
H7 -1.21245 -0.51375 -0.70574
H8 -0.17626 -1.90314 -0.85407
H9 -0.45706 -1.84170 1.92990
H10 -1.56722 -2.82841 1.00845
H11 -2.20829 -0.28239 2.29925
H12 -3.03981 -1.85503 2.05009
H13 -3.61160 -1.21574 -0.16348
H14 -2.79212 0.15135 -0.07961
O1 2.24123 -2.44852 0.40369
H15 2.38153 -1.56168 0.09632
H16 1.36123 -2.46098 0.76914
O2 -1.80034 1.70481 -1.47625
H17 -2.23015 2.22471 -2.14885
H18 -0.90055 1.68145 -1.81276
O3 0.88997 3.54007 0.02639
H19 0.39706 2.74217 -0.11997
H20 1.41396 3.60306 0.83437

Here are the Mulliken charges for atoms 1 to 5, given in e: atom 1 (C): -1.566, atom 2 (C): 0.376, atom 3 (N): -0.446, atom 4 (C): -0.753, atom 5 (C): -0.585

C6H20N3PbS | the ωB97M-V functional and the def2-TZVPD basis

Summary:
Lowest unoccupied orbital energy, eV: -4.231
Strongest force on any atom, eV/Å: 8.252
Gap between HOMO and LUMO, Eh: 0.2448
E_tot, a.u.: -995.492699
HOMO energy, eV: -10.9
2S+1: 1
Energy relative to the best compared isomer or geometry (same formula, charge and spin), eV: 3.258
Charge: +1

Atoms and positions in Å:
C1 -0.41780 0.47055 -4.47120
Pb1 -0.57020 -0.79853 -2.67489
N1 -1.09835 -2.18220 -0.18879
H1 0.63804 -2.13650 -2.98202
H2 -0.21204 -2.25568 0.31003
H3 -1.42528 -0.55991 -4.17353
H4 0.06247 0.04527 -5.35670
H5 0.40785 0.87824 -3.85509
H6 -1.07620 1.32613 -4.64394
H7 -1.77767 -1.72401 0.42371
H8 -1.43507 -3.12593 -0.38769
C2 -1.14294 2.21125 0.11048
N2 -0.52238 1.26918 1.04421
C3 -0.80526 1.50992 2.45419
C4 0.53261 0.54130 0.60248
S1 1.07186 0.78961 -1.01974
N3 1.19277 -0.32725 1.40930
C5 0.72882 -0.78719 2.71242
C6 2.40906 -0.99684 0.94386
H9 -1.86936 2.80429 0.66930
H10 -1.65941 1.67902 -0.69850
H11 -0.39620 2.88464 -0.33209
H12 -1.34611 0.66352 2.90266
H13 0.09900 1.74875 3.03232
H14 -1.47431 2.37513 2.50872
H15 -0.32893 -1.07486 2.70467
H16 1.31407 -1.67747 2.96411
H17 0.92847 -0.04701 3.49690
H18 2.20956 -2.05041 0.69105
H19 2.80446 -0.48474 0.05876
H20 3.15848 -0.96830 1.74502

Here are the Mulliken charges for atoms 1 to 5, given in e: atom 1 (C): -1.040, atom 2 (Pb): 0.371, atom 3 (N): -0.591, atom 4 (H): -0.063, atom 5 (H): 0.159

C6H20NO4 | the ωB97M-V functional and the def2-TZVPD basis

Summary:
Lowest unoccupied orbital energy, eV: 2.881
Strongest force on any atom, eV/Å: 7.394
Gap between HOMO and LUMO, Eh: 0.2040
E_tot, a.u.: -596.218448
HOMO energy, eV: -2.7
2S+1: 1
Energy relative to the best compared isomer or geometry (same formula, charge and spin), eV: 4.637
Charge: -1

Atoms and positions in Å:
C1 2.11135 -0.16302 -0.41007
N1 0.67820 0.13686 -0.45549
C2 0.19990 0.92530 0.79575
C3 -1.25703 1.24749 0.71344
C4 -1.88498 2.12503 1.97798
O1 -2.33144 1.23254 2.88209
C5 0.46107 0.16095 2.13073
C6 2.36236 -0.64414 -1.87652
H1 2.15931 -0.97732 0.43649
H2 2.63728 0.80026 -0.16021
H3 0.14606 -0.70607 -0.60863
H4 0.96806 1.84068 0.75869
H5 -1.96318 0.35121 0.75299
H6 -1.31825 1.81571 -0.24242
H7 -2.69445 2.69001 1.59156
H8 -1.19820 2.84322 2.47924
H9 0.33433 -0.90566 2.21094
H10 1.61812 0.26581 2.43707
H11 -0.13785 0.69520 3.02621
H12 1.97160 -1.66749 -1.91328
H13 3.40637 -0.75275 -2.09304
H14 1.99479 0.08324 -2.65108
H15 -0.55017 1.07549 -2.14019
H16 -1.87574 1.58394 -2.29193
O2 -1.15333 1.42870 -2.76185
H17 -1.93079 -1.96618 -0.10870
H18 -2.21280 -2.21979 -1.73063
O3 -1.86508 -2.51892 -0.80381
H19 0.91301 -2.87905 -0.01246
H20 -0.31809 -2.92537 -1.02039
O4 0.72955 -2.97589 -0.91247

Here are the Mulliken charges for atoms 1 to 5, given in e: atom 1 (C): -0.563, atom 2 (N): 0.157, atom 3 (C): 0.156, atom 4 (C): 0.010, atom 5 (C): -0.776

C6H20O4 | the ωB97M-V functional and the def2-TZVPD basis

Summary:
Lowest unoccupied orbital energy, eV: 0.492
Strongest force on any atom, eV/Å: 3.174
Gap between HOMO and LUMO, Eh: 0.3586
Structure (SMILES): CC(C)O.CC(C)O.O.O
E_tot, a.u.: -541.515351
HOMO energy, eV: -9.3
2S+1: 1
Energy relative to the best compared isomer or geometry (same formula, charge and spin), eV: 1.071

Atoms and positions in Å:
C1 0.53389 -1.39342 1.36025
C2 1.63534 -1.95659 2.24105
C3 1.37056 -3.00404 3.34843
O1 2.47589 -2.55454 1.31075
H1 -0.37729 -1.05424 1.85301
H2 0.11379 -2.22573 0.79556
H3 0.96923 -0.65071 0.69170
H4 2.15130 -1.14757 2.75814
H5 0.56650 -3.68825 3.07742
H6 0.94639 -2.70100 4.30569
H7 2.32812 -3.51729 3.43644
H8 2.85339 -1.81789 0.82450
C4 -0.80719 2.81165 -1.84267
C5 -1.96236 2.26873 -1.03139
C6 -3.35584 2.62877 -1.63597
O2 -1.95765 0.85864 -1.27540
H9 -0.90030 2.44135 -2.86360
H10 0.13408 2.45616 -1.42346
H11 -0.76561 3.90081 -1.83239
H12 -1.95062 2.66441 -0.01581
H13 -3.49308 3.70478 -1.52890
H14 -4.20554 2.15616 -1.14326
H15 -3.33305 2.49763 -2.71781
H16 -2.78254 0.43704 -1.02355
O3 3.48616 -0.77868 -0.12518
H17 2.79727 -0.70343 -0.78548
H18 3.37106 -0.00791 0.43062
O4 0.41885 -0.55887 -2.26124
H19 0.12995 -0.56377 -3.17379
H20 -0.39063 -0.50213 -1.75354

Here are the Mulliken charges for atoms 1 to 5, given in e: atom 1 (C): -1.035, atom 2 (C): 0.477, atom 3 (C): -1.365, atom 4 (O): -0.621, atom 5 (H): 0.419

C6H21AsF6O4 | the ωB97M-V functional and the def2-TZVPD basis

Summary:
Lowest unoccupied orbital energy, eV: -0.377
Strongest force on any atom, eV/Å: 3.435
Gap between HOMO and LUMO, Eh: 0.4023
E_tot, a.u.: -3377.154438
HOMO energy, eV: -11.3
2S+1: 1

Atoms and positions in Å:
O1 -18.08178 13.32096 -4.95580
H1 -17.83489 13.46845 -4.03989
H2 -17.40779 12.76586 -5.35479
H3 -18.12586 14.17778 -5.38652
As1 -21.32705 12.95141 -3.32825
F1 -20.73827 14.53199 -4.03963
F2 -19.67881 12.29773 -3.08174
F3 -21.93696 11.43026 -2.71795
F4 -23.04272 13.54822 -3.46635
F5 -21.40784 12.31235 -4.94944
F6 -21.37852 13.62262 -1.69686
C1 -17.30739 9.62141 -5.61350
C2 -16.84764 10.33196 -6.82365
O2 -16.44426 11.63243 -6.52405
H4 -16.71543 9.74318 -4.70639
H5 -17.43009 8.54456 -5.72947
H6 -18.23450 10.17202 -5.45411
H7 -17.56834 10.22443 -7.63428
H8 -15.95903 9.77932 -7.12872
H9 -15.71388 11.94148 -7.06499
C3 -19.43088 17.72626 -5.09136
C4 -18.19404 16.85294 -4.79172
O3 -18.12115 15.88818 -5.85673
H10 -19.32528 18.79747 -4.91962
H11 -20.34228 17.41660 -4.57993
H12 -19.74297 17.82393 -6.13115
H13 -18.38611 16.20425 -3.93709
H14 -17.21381 17.27766 -4.57525
H15 -17.63206 16.30244 -6.57141
C5 -15.09489 13.34235 -1.19244
C6 -16.45947 12.84311 -1.79582
O4 -17.12666 13.81094 -2.59604
H16 -14.35294 13.72802 -1.89163
H17 -14.61971 12.53926 -0.62911
H18 -15.16470 14.13725 -0.44991
H19 -17.18054 12.78650 -0.98038
H20 -16.20599 11.93738 -2.34673
H21 -17.61024 14.37940 -1.99223

Here are the Mulliken charges for atoms 1 to 5, given in e: atom 1 (O): -0.107, atom 2 (H): 0.391, atom 3 (H): 0.465, atom 4 (H): 0.400, atom 5 (As): 1.992

C6H21KO12 | the ωB97M-V functional and the def2-TZVPD basis

Summary:
Lowest unoccupied orbital energy, eV: 3.194
Strongest force on any atom, eV/Å: 5.470
Gap between HOMO and LUMO, Eh: 0.1636
E_tot, a.u.: -1744.133600
HOMO energy, eV: -1.3
2S+1: 1
Charge: -2

Atoms and positions in Å:
K1 2.04427 3.63895 -2.17938
C1 0.55579 -0.70370 -0.73861
C2 0.83264 -0.16166 -2.13114
O1 0.24814 -0.55007 -3.17290
O2 1.62238 0.76553 -2.30045
H1 -0.04562 -1.61266 -0.72408
H2 0.06265 0.06368 -0.14193
H3 1.44220 -0.96284 -0.15961
C3 0.48967 -1.05522 2.86284
C4 0.37956 -1.58127 4.24968
O3 -0.02095 -2.73914 4.46574
O4 0.72968 -0.74295 5.16405
H4 0.56336 0.03131 2.81665
H5 -0.36078 -1.34359 2.24505
H6 1.44303 -1.47017 2.53566
C5 -0.99436 3.22171 1.00472
C6 0.41918 3.65300 1.25233
O5 0.89640 3.34056 2.41539
O6 1.10928 4.35281 0.46184
H7 -1.19965 3.55331 -0.01312
H8 -1.59984 3.69028 1.78055
H9 -1.11153 2.13855 0.97070
O7 -0.54653 2.48344 -3.25917
H10 -0.21599 1.59195 -3.36974
H11 -0.99562 2.46978 -2.41397
O8 -1.93664 -0.02714 -4.86303
H12 -2.72369 0.02746 -4.32100
H13 -1.21452 -0.05602 -4.23539
O9 -2.53424 -0.83273 0.49603
H14 -2.39803 -1.69644 0.10658
H15 -2.90067 -1.01474 1.36138
O10 -2.63001 1.28928 -1.37899
H16 -3.13445 0.86837 -2.07512
H17 -2.39390 0.57441 -0.78784
O11 1.82837 -4.07138 0.27325
H18 0.90145 -4.22070 0.08688
H19 2.22031 -4.94449 0.25610
O12 3.82615 -2.27949 1.17006
H20 2.94220 -2.64604 1.19254
H21 4.40032 -3.04190 1.09742

Here are the Mulliken charges for atoms 1 to 5, given in e: atom 1 (K): 0.966, atom 2 (C): 0.087, atom 3 (C): 0.492, atom 4 (O): -0.888, atom 5 (O): -0.646

Among the records above, which one has the lowest HOMO energy? C6H21AsF6O4

Among the records above, which one has the highest strongest force on any atom? C6H20N3PbS

What did the third record say?
C6H20NO4 | the ωB97M-V functional and the def2-TZVPD basis

Summary:
Lowest unoccupied orbital energy, eV: 2.881
Strongest force on any atom, eV/Å: 7.394
Gap between HOMO and LUMO, Eh: 0.2040
E_tot, a.u.: -596.218448
HOMO energy, eV: -2.7
2S+1: 1
Energy relative to the best compared isomer or geometry (same formula, charge and spin), eV: 4.637
Charge: -1

Atoms and positions in Å:
C1 2.11135 -0.16302 -0.41007
N1 0.67820 0.13686 -0.45549
C2 0.19990 0.92530 0.79575
C3 -1.25703 1.24749 0.71344
C4 -1.88498 2.12503 1.97798
O1 -2.33144 1.23254 2.88209
C5 0.46107 0.16095 2.13073
C6 2.36236 -0.64414 -1.87652
H1 2.15931 -0.97732 0.43649
H2 2.63728 0.80026 -0.16021
H3 0.14606 -0.70607 -0.60863
H4 0.96806 1.84068 0.75869
H5 -1.96318 0.35121 0.75299
H6 -1.31825 1.81571 -0.24242
H7 -2.69445 2.69001 1.59156
H8 -1.19820 2.84322 2.47924
H9 0.33433 -0.90566 2.21094
H10 1.61812 0.26581 2.43707
H11 -0.13785 0.69520 3.02621
H12 1.97160 -1.66749 -1.91328
H13 3.40637 -0.75275 -2.09304
H14 1.99479 0.08324 -2.65108
H15 -0.55017 1.07549 -2.14019
H16 -1.87574 1.58394 -2.29193
O2 -1.15333 1.42870 -2.76185
H17 -1.93079 -1.96618 -0.10870
H18 -2.21280 -2.21979 -1.73063
O3 -1.86508 -2.51892 -0.80381
H19 0.91301 -2.87905 -0.01246
H20 -0.31809 -2.92537 -1.02039
O4 0.72955 -2.97589 -0.91247

Here are the Mulliken charges for atoms 1 to 5, given in e: atom 1 (C): -0.563, atom 2 (N): 0.157, atom 3 (C): 0.156, atom 4 (C): 0.010, atom 5 (C): -0.776

Copy entry 6 word for word.
C6H21KO12 | the ωB97M-V functional and the def2-TZVPD basis

Summary:
Lowest unoccupied orbital energy, eV: 3.194
Strongest force on any atom, eV/Å: 5.470
Gap between HOMO and LUMO, Eh: 0.1636
E_tot, a.u.: -1744.133600
HOMO energy, eV: -1.3
2S+1: 1
Charge: -2

Atoms and positions in Å:
K1 2.04427 3.63895 -2.17938
C1 0.55579 -0.70370 -0.73861
C2 0.83264 -0.16166 -2.13114
O1 0.24814 -0.55007 -3.17290
O2 1.62238 0.76553 -2.30045
H1 -0.04562 -1.61266 -0.72408
H2 0.06265 0.06368 -0.14193
H3 1.44220 -0.96284 -0.15961
C3 0.48967 -1.05522 2.86284
C4 0.37956 -1.58127 4.24968
O3 -0.02095 -2.73914 4.46574
O4 0.72968 -0.74295 5.16405
H4 0.56336 0.03131 2.81665
H5 -0.36078 -1.34359 2.24505
H6 1.44303 -1.47017 2.53566
C5 -0.99436 3.22171 1.00472
C6 0.41918 3.65300 1.25233
O5 0.89640 3.34056 2.41539
O6 1.10928 4.35281 0.46184
H7 -1.19965 3.55331 -0.01312
H8 -1.59984 3.69028 1.78055
H9 -1.11153 2.13855 0.97070
O7 -0.54653 2.48344 -3.25917
H10 -0.21599 1.59195 -3.36974
H11 -0.99562 2.46978 -2.41397
O8 -1.93664 -0.02714 -4.86303
H12 -2.72369 0.02746 -4.32100
H13 -1.21452 -0.05602 -4.23539
O9 -2.53424 -0.83273 0.49603
H14 -2.39803 -1.69644 0.10658
H15 -2.90067 -1.01474 1.36138
O10 -2.63001 1.28928 -1.37899
H16 -3.13445 0.86837 -2.07512
H17 -2.39390 0.57441 -0.78784
O11 1.82837 -4.07138 0.27325
H18 0.90145 -4.22070 0.08688
H19 2.22031 -4.94449 0.25610
O12 3.82615 -2.27949 1.17006
H20 2.94220 -2.64604 1.19254
H21 4.40032 -3.04190 1.09742

Here are the Mulliken charges for atoms 1 to 5, given in e: atom 1 (K): 0.966, atom 2 (C): 0.087, atom 3 (C): 0.492, atom 4 (O): -0.888, atom 5 (O): -0.646